(1)
A cluster of 4 separate species, C7H18IN2O3 in total in a non-equilibrium geometry. Source: the Open Molecules 2025 dataset; level of theory: ωB97M-V/def2-TZVPD.

The geometry in XYZ format:
```
31
Properties=species:S:1:pos:R:3
I 0.310 -2.504 1.570
C 2.926 -2.554 -1.904
C 3.158 -1.187 -1.244
C 1.960 -0.274 -1.516
O 3.394 -1.351 0.143
H 2.666 -2.451 -2.960
H 2.118 -3.088 -1.398
H 3.842 -3.145 -1.829
H 4.069 -0.814 -1.720
H 1.621 -0.451 -2.543
H 2.285 0.777 -1.564
H 1.113 -0.263 -0.843
H 2.564 -1.640 0.598
O -1.134 1.121 3.032
C -0.293 1.795 2.465
N 0.718 1.303 1.730
C -0.322 3.322 2.558
H 0.751 0.293 1.551
H 1.280 1.985 1.262
H 0.667 3.710 2.314
H -0.595 3.684 3.549
H -1.144 3.669 1.930
O -3.610 -1.050 0.999
C -3.424 -0.531 -0.087
N -2.198 -0.474 -0.670
C -4.588 0.090 -0.812
H -2.134 0.176 -1.432
H -1.398 -0.835 -0.153
H -4.559 -0.174 -1.876
H -4.528 1.175 -0.721
H -5.518 -0.314 -0.429
```

Calculated values
orbital gap	7.1	eV
total energy	-24778.129	eV
LUMO energy	0.1100	Ha
HOMO	-0.1521	hartree
net charge	-1

Results of the Löwdin charge analysis, in e, for atoms 1 through 4:
1. I -0.234
2. C -0.080
3. C -0.502
4. C -0.078

(2)
A cluster of 2 separate species, C7H18N2 in total in a non-equilibrium geometry. Source: the Open Molecules 2025 dataset; level of theory: ωB97M-V/def2-TZVPD.

The geometry in XYZ format:
```
27
Properties=species:S:1:pos:R:3
C -0.721 -1.841 -0.882
C -1.570 -0.908 -0.339
C -2.236 0.153 -1.179
N -2.145 -1.145 0.928
H -0.548 -1.829 -1.947
H -0.634 -2.816 -0.423
H -2.337 1.076 -0.607
H -1.648 0.371 -2.069
H -3.242 -0.156 -1.478
H -2.900 -0.527 1.184
H -2.383 -2.112 1.102
C 0.847 0.398 2.091
C 0.843 0.572 0.576
C 0.980 2.034 0.172
C 1.747 -0.389 -0.123
N 2.179 -0.117 -1.468
H 0.032 0.962 2.543
H 0.702 -0.648 2.360
H 1.788 0.748 2.519
H -0.225 0.227 0.238
H 1.974 2.412 0.421
H 0.823 2.166 -0.897
H 0.235 2.644 0.683
H 0.955 -1.334 -0.304
H 2.599 -0.680 0.503
H 1.727 0.629 -1.982
H 3.158 0.109 -1.619
```

Calculated values
orbital gap	8.4	eV
total energy	-10529.321	eV
LUMO energy	0.0324	Ha
HOMO	-0.2773	hartree
SMILES string	C=C(C)N.CC(C)CN
net charge	0

Results of the Löwdin charge analysis, in e, for atoms 1 through 4:
1. C -0.032
2. C -0.498
3. C -0.055
4. N 0.081

(3)
A cluster of 3 separate species, C7H18N2O in total in a non-equilibrium geometry. Source: the Open Molecules 2025 dataset; level of theory: ωB97M-V/def2-TZVPD.

The geometry in XYZ format:
```
28
Properties=species:S:1:pos:R:3
C 1.994 -0.114 -0.167
C 3.062 0.681 0.505
C 1.332 -1.207 0.604
C 0.054 1.752 0.499
N 1.834 -0.060 -1.463
H 2.352 0.665 -1.946
H 0.779 -0.102 -1.831
H 3.559 1.370 -0.178
H 2.626 1.255 1.325
H 3.811 0.009 0.932
H 1.809 -2.160 0.352
H 0.270 -1.267 0.365
H 1.431 -1.038 1.674
H 0.472 1.360 1.427
H 0.752 2.378 -0.057
H -0.820 2.341 0.772
C -2.102 -1.688 -0.795
C -2.637 -0.088 0.969
N -1.736 -0.461 -0.104
C -1.212 0.595 -0.887
O -0.604 0.304 -1.968
H -1.833 1.496 -0.891
H -2.093 -2.523 -0.091
H -3.104 -1.623 -1.246
H -2.746 -0.926 1.661
H -3.638 0.185 0.604
H -2.227 0.753 1.525
H -1.386 -1.887 -1.588
```

Calculated values
orbital gap	7.2	eV
total energy	-12575.358	eV
LUMO energy	0.0156	Ha
HOMO	-0.2475	hartree
net charge	0

Results of the Löwdin charge analysis, in e, for atoms 1 through 4:
1. C -0.379
2. C -0.032
3. C -0.018
4. C -0.077

Taking the records one at a time from the top gives relative energy (zero: lowest compared OMol25 entry of this formula, charge and spin) values of 0.010; 2.288; 3.972 eV.